ORCA calculation (ωB97M-V/def2-TZVPD) on a 2-piece molecular cluster, C9H15BrNO6P2S overall at a distorted geometry.

HOMO level in eV: -12.31
Calculated total energy in Eh: -4512.7910
LUMO level in eV: -5.1
Charge: +1
Energy above the lowest of the compared OMol25 structures with the same formula, charge and spin in kJ/mol: 92.9
Kohn-Sham gap in hartree: 0.264

```
35
Properties=species:S:1:pos:R:3:forces:R:3
O -0.167 -5.788 -2.978 0.4739 -0.3349 -0.6493
C -0.238 -4.801 -2.335 -0.7356 0.0310 0.7676
O -1.229 -4.616 -1.396 0.7083 0.3282 -0.0294
C 0.740 -3.658 -2.436 -0.3925 -0.5170 -0.1346
C 1.988 -3.928 -2.994 0.1299 0.3803 -0.0644
C 2.868 -2.890 -3.114 -0.3129 -0.7820 -0.0337
N 2.538 -1.654 -2.676 1.0017 0.3568 0.1740
P 3.782 -0.346 -2.842 0.1017 1.6813 -0.7272
S 3.258 1.125 -3.928 0.0585 -0.2857 0.0326
C 1.352 -1.387 -2.110 -0.7972 0.0923 0.2346
Br 0.882 0.291 -1.434 0.2148 -0.1217 0.1035
C 0.406 -2.400 -1.989 0.4214 0.1646 -0.0711
H -0.900 -5.049 -0.594 -0.4714 -0.0806 0.1745
H 2.273 -4.916 -3.323 -0.1703 -0.0529 -0.0510
H 3.832 -3.073 -3.566 0.1318 0.4518 0.0820
H 4.069 -0.046 -1.497 -0.1097 -0.5030 -0.0177
H 4.888 -1.045 -3.360 -0.3114 -0.4977 0.4217
H -0.541 -2.171 -1.527 -0.0726 -0.1330 -0.0366
C -3.193 0.577 2.391 0.0839 -0.3192 0.0414
O -1.855 1.003 2.008 -3.0635 1.8639 -0.4221
P -1.550 2.619 1.700 6.5096 0.4407 0.5642
O -0.650 2.529 0.523 -0.6852 -0.3088 -0.1032
O -0.706 2.770 3.092 -0.2082 -0.0505 -0.0558
C -1.355 2.499 4.336 0.1335 -0.0997 -0.0928
O -2.037 4.179 1.705 -2.8516 -1.9221 0.0036
C -1.011 5.176 1.717 0.4157 0.4998 -0.0453
H -3.482 -0.264 1.763 0.0457 0.0360 -0.0352
H -3.184 0.256 3.432 0.0408 0.0450 -0.0117
H -3.930 1.369 2.270 -0.0245 -0.0191 -0.0015
H -1.106 1.490 4.667 -0.0547 -0.0111 -0.0202
H -2.441 2.597 4.263 0.0042 0.0613 0.0811
H -0.992 3.210 5.074 0.0033 0.0455 -0.0403
H -0.460 5.164 0.779 -0.0142 -0.1637 0.0099
H -0.334 5.041 2.557 -0.0251 -0.1482 -0.0281
H -1.513 6.136 1.823 -0.1784 -0.1276 -0.0195
```
Forces are in eV/Å.

ORCA calculation (ωB97M-V/def2-TZVPD) on a 2-piece molecular cluster, C3H7N2O2 overall at a distorted geometry.

HOMO level (spin up / spin down) in eV: 0.38 / -3.58
Spin multiplicity: 3
Calculated total energy in Eh: -378.3816
LUMO level (spin up / spin down) in eV: 3.9 / 3.8
Charge: -1
Energy above the lowest of the compared OMol25 structures with the same formula, charge and spin in kJ/mol: 93.4
Kohn-Sham gap (spin up / spin down) in hartree: 0.131 / 0.271
⟨S²⟩: 2.01

```
14
Properties=species:S:1:pos:R:3:forces:R:3
C 2.052 0.267 0.123 0.2880 -0.2773 0.0451
C 1.226 -0.949 0.466 -0.0427 0.0874 0.1538
C -2.903 -0.408 -0.336 -1.7464 -4.6199 -2.9648
N 1.352 1.185 -0.578 -1.3529 0.3311 0.1587
N -2.650 0.618 0.380 3.4630 4.1074 2.0286
O -1.412 1.102 0.380 -1.4856 -0.0566 0.4388
O 3.241 0.386 0.385 0.0505 -0.0580 0.0129
H 1.311 -1.672 -0.345 -0.0136 -0.0282 -0.0528
H 0.182 -0.650 0.569 -0.0550 -0.2482 0.0614
H 1.584 -1.413 1.382 0.0631 0.0426 0.0007
H -3.914 -0.802 -0.331 0.0631 0.0604 0.0316
H -2.173 -0.936 -0.969 -0.1790 0.5203 0.4290
H 1.779 2.085 -0.710 0.1447 0.0173 0.0048
H 0.323 1.188 -0.415 0.8029 0.1217 -0.3478
```
Forces are in eV/Å.

ORCA calculation (ωB97M-V/def2-TZVPD) on one molecule with the formula C18H20N2O4 at a distorted geometry.

HOMO level in eV: -8.41
Structure (SMILES): COc1ccc(CC(=O)O/N=C(\N)Cc2ccc(OC)cc2)cc1
Calculated total energy in Eh: -1108.3393
LUMO level in eV: 0.7
Energy above the lowest of the compared OMol25 structures with the same formula, charge and spin in kJ/mol: 283.3
Kohn-Sham gap in hartree: 0.337

```
44
Properties=species:S:1:pos:R:3:forces:R:3
C 5.468 2.573 1.594 0.1007 0.0034 0.2127
O 4.829 2.517 0.342 -0.1646 -0.0961 -0.3096
C 4.305 1.328 -0.069 -0.0925 -0.0499 -0.1124
C 4.332 0.147 0.664 0.1491 0.2836 0.1802
C 3.761 -1.002 0.143 -0.0466 -0.0042 -0.2297
C 3.166 -1.004 -1.110 0.1926 -0.0668 0.0467
C 2.487 -2.245 -1.631 -0.3113 0.0646 0.1620
C 1.077 -2.180 -1.072 -0.1127 0.0566 -0.7821
O 0.144 -1.639 -1.608 0.0383 -0.0705 0.0217
O 1.057 -2.722 0.143 0.2236 0.3933 0.8275
N -0.183 -2.712 0.841 -0.6522 -1.3054 -0.2850
C -0.630 -1.581 1.219 0.4137 0.6939 0.1830
N -0.024 -0.371 1.125 0.2500 0.0810 -0.0161
C -1.964 -1.595 1.911 -0.0269 -0.1670 -0.0508
C -2.952 -0.718 1.184 0.0011 0.0044 -0.0121
C -3.019 -0.735 -0.202 -0.0328 -0.0022 0.1996
C -3.923 0.060 -0.885 -0.2141 0.1566 -0.1872
C -4.789 0.890 -0.182 0.0343 -0.0218 0.1828
O -5.718 1.712 -0.746 0.0888 -0.0555 0.3306
C -5.842 1.722 -2.147 -0.0131 -0.0008 -0.2247
C -4.724 0.912 1.212 -0.1378 0.1025 -0.1993
C -3.815 0.120 1.881 0.0185 -0.0167 -0.1185
C 3.132 0.183 -1.834 0.0792 -0.0082 0.1081
C 3.696 1.333 -1.325 0.0971 0.1352 0.1580
H 4.779 2.335 2.410 0.0331 -0.0058 -0.0344
H 6.330 1.899 1.636 -0.0414 0.0149 0.0053
H 5.811 3.601 1.702 -0.0044 -0.0876 0.0413
H 4.789 0.106 1.640 0.0522 0.0381 0.0862
H 3.777 -1.911 0.726 0.0056 -0.0928 0.0610
H 2.981 -3.144 -1.269 0.0307 -0.0020 -0.0795
H 2.438 -2.239 -2.718 -0.0345 -0.0537 0.0544
H -0.594 0.447 1.256 -0.0214 -0.0434 -0.0631
H 0.777 -0.257 0.526 -0.0446 0.0036 0.0086
H -1.836 -1.244 2.938 0.0054 -0.0307 0.0011
H -2.317 -2.627 1.939 0.1073 0.0343 0.0528
H -2.348 -1.368 -0.763 0.1285 -0.0736 -0.0856
H -3.940 0.020 -1.962 -0.0293 0.0247 -0.1091
H -4.919 2.056 -2.631 -0.0330 -0.0286 0.0152
H -6.640 2.429 -2.368 0.0649 -0.0607 -0.0376
H -6.117 0.735 -2.533 0.0248 0.0357 0.0093
H -5.398 1.561 1.747 -0.0836 0.0837 0.0638
H -3.779 0.150 2.961 0.0128 0.0084 0.1144
H 2.657 0.203 -2.804 -0.0542 0.0081 -0.1161
H 3.678 2.256 -1.882 -0.0010 0.1175 -0.0733
```
Forces are in eV/Å.

ORCA calculation (ωB97M-V/def2-TZVPD) on a 2-piece molecular cluster, CH4NO2 overall at a distorted geometry.

HOMO level in eV: -17.10
Calculated total energy in Eh: -245.3073
LUMO level in eV: -6.9
Charge: +1
Energy above the lowest of the compared OMol25 structures with the same formula, charge and spin in kJ/mol: 457.5
Kohn-Sham gap in hartree: 0.375

```
8
Properties=species:S:1:pos:R:3:forces:R:3
C 0.616 -0.683 0.458 0.9889 -0.7519 1.4688
N 1.590 -0.218 -0.105 1.8233 0.5271 -0.8424
O -1.380 0.765 -0.155 1.3533 0.8559 -2.8694
O 2.439 0.261 -0.735 -1.3916 -0.8182 1.0331
H -1.498 0.886 -1.160 -0.5483 -0.2216 2.2796
H 0.675 -1.222 1.468 -0.0817 0.6906 -1.6495
H -0.320 -0.170 -0.051 -0.6290 0.0828 0.5064
H -2.122 0.380 0.280 -1.5149 -0.3647 0.0734
```
Forces are in eV/Å.

ORCA calculation (ωB97M-V/def2-TZVPD) on a 2-piece molecular cluster, C7H14O overall at a distorted geometry.

HOMO level in eV: -8.37
Structure (SMILES): C=C(C)/C(C)=C/C.O
Calculated total energy in Eh: -350.2504
LUMO level in eV: 0.7
Energy above the lowest of the compared OMol25 structures with the same formula, charge and spin in kJ/mol: 286.3
Kohn-Sham gap in hartree: 0.332

```
22
Properties=species:S:1:pos:R:3:forces:R:3
C -2.742 -0.653 0.751 -2.7045 0.3071 -0.3847
C -1.408 -0.700 0.790 -2.1366 0.2735 0.8986
C -0.616 -1.154 1.924 -0.2901 -2.4880 2.7195
C -0.588 -0.290 -0.277 2.7628 -0.6195 -3.2839
C 0.437 -1.455 -0.811 -2.3701 3.0371 -2.8778
C -0.680 0.874 -0.906 -0.9061 0.2046 0.6407
C 0.075 1.397 -2.052 2.1664 -2.1318 -0.6518
H -3.387 -0.014 0.065 1.6183 -1.0599 -0.0324
H -3.516 -1.218 1.341 1.5946 0.6614 0.4575
H 0.381 -0.795 1.953 1.1311 0.2815 -0.7956
H -0.943 -0.736 2.924 -0.4275 -1.0223 -1.0416
H -0.551 -2.303 1.895 -0.0705 1.5418 0.6381
H -0.029 -2.414 -0.798 -0.5359 -0.6178 0.1262
H 0.661 -1.200 -1.943 -0.3817 -0.5718 2.3106
H 1.338 -1.510 -0.311 1.8819 0.0727 1.2156
H -1.512 1.527 -0.587 0.5353 -0.2066 0.0853
H 0.309 2.401 -1.956 -0.5693 2.3840 -0.2096
H 1.127 1.059 -2.207 -0.5079 -0.6279 0.8027
H -0.329 1.068 -2.993 -0.7856 0.5824 -0.6123
O 3.835 2.395 1.049 -0.2287 0.3244 0.2623
H 3.867 1.799 1.799 -0.0279 -0.0837 0.1945
H 4.271 1.920 0.349 0.2521 -0.2411 -0.4620
```
Forces are in eV/Å.

ORCA calculation (ωB97M-V/def2-TZVPD) on C25H20BF2HgP2S2 as an isolated structure at a distorted geometry.

HOMO level (spin up / spin down) in eV: -0.10 / -0.87
Spin multiplicity: 2
Calculated total energy in Eh: -2821.8512
LUMO level (spin up / spin down) in eV: 4.7 / 4.7
Charge: -2
Energy above the lowest of the compared OMol25 structures with the same formula, charge and spin in kJ/mol: 88.5
Kohn-Sham gap (spin up / spin down) in hartree: 0.176 / 0.204
⟨S²⟩: 0.77

```
53
Properties=species:S:1:pos:R:3:forces:R:3
Hg 2.739 2.376 -2.393 -0.2352 -0.6612 0.0972
S -0.773 2.454 -3.076 -0.1474 0.4376 -0.6969
P -0.421 1.364 -1.481 0.6176 0.4531 0.5848
C 0.931 1.885 -0.554 0.3502 -1.4439 -0.8153
P 1.627 0.861 0.646 -0.5250 1.1665 -0.1941
S 3.490 1.331 1.072 0.8725 -0.0258 0.1233
C 1.533 -0.958 0.447 0.1051 0.0807 -0.2436
C 0.531 -1.777 0.957 0.0914 0.2725 -0.0229
C 0.534 -3.131 0.679 -0.1051 -0.3641 0.0221
C 1.530 -3.687 -0.107 -0.0482 -0.1038 0.0620
C 2.527 -2.875 -0.622 0.1290 -0.1363 -0.0055
C 2.526 -1.522 -0.351 0.0877 0.0118 0.1243
C 0.777 1.114 2.256 0.1105 -0.0615 -0.0360
C 0.064 2.292 2.443 -0.0436 -0.0665 -0.1791
C -0.425 2.620 3.693 -0.0873 0.0495 0.2048
C -0.206 1.772 4.766 -0.0784 0.0905 0.1697
C 0.516 0.601 4.588 -0.0272 -0.1702 0.1998
C 1.015 0.275 3.342 -0.0593 0.0661 -0.0775
C -1.836 1.518 -0.347 -0.2115 0.1458 0.3816
C -2.379 2.799 -0.216 0.0767 -0.2185 -0.2338
C -3.319 3.069 0.754 -0.2394 0.0647 0.2869
C -3.720 2.070 1.633 -0.0434 -0.1260 0.0246
C -3.166 0.801 1.525 -0.4407 0.0620 0.3716
C -2.233 0.525 0.550 0.2203 0.1423 -0.4828
C -0.571 -0.359 -2.088 0.0487 0.1903 -0.1315
C 0.556 -0.961 -2.634 0.0864 0.1082 0.1262
C 0.466 -2.206 -3.227 -0.0152 -0.1512 -0.1449
C -0.761 -2.844 -3.314 -0.0163 -0.1282 -0.0906
C -1.898 -2.219 -2.825 -0.2142 -0.2206 -0.0650
C -1.808 -0.981 -2.221 0.0709 0.0645 0.1247
H -0.240 -1.364 1.594 -0.0035 0.0470 -0.0120
H -0.244 -3.763 1.089 -0.0495 -0.0271 0.0025
H 1.530 -4.751 -0.307 -0.0141 -0.0256 -0.0469
H 3.308 -3.303 -1.236 0.0543 0.0048 -0.0759
H 3.307 -0.878 -0.742 -0.0147 -0.0210 0.0109
H -0.086 2.947 1.594 0.0212 -0.0425 -0.0670
H -0.977 3.541 3.833 -0.0437 0.0337 -0.0049
H -0.586 2.027 5.747 -0.0390 0.0147 0.0672
H 0.696 -0.057 5.432 0.0092 0.0133 0.0119
H 1.615 -0.619 3.212 -0.0107 0.0390 -0.0162
H -2.049 3.564 -0.909 -0.0080 -0.0068 -0.0062
H -3.750 4.061 0.831 0.0206 0.0142 0.0135
H -4.468 2.273 2.390 0.0101 0.0223 0.0540
H -3.474 0.016 2.207 0.0007 0.0195 0.0440
H -1.818 -0.470 0.465 0.0324 -0.0056 0.0018
H 1.511 -0.444 -2.606 -0.0807 -0.0137 0.0179
H 1.354 -2.674 -3.629 0.0526 -0.0088 -0.0253
H -0.843 -3.819 -3.779 0.0380 -0.0334 -0.0199
H -2.864 -2.702 -2.930 -0.0107 -0.0047 0.0204
H -2.703 -0.483 -1.868 0.0091 -0.0090 0.0015
F 4.762 -0.590 -4.158 -0.1468 -0.1186 0.6390
B 3.958 0.484 -4.407 0.2806 0.0892 -0.1959
F 4.212 0.798 -5.716 -0.4371 0.4910 0.1018
```
Forces are in eV/Å.

ORCA calculation (ωB97M-V/def2-TZVPD) on a 7-piece molecular cluster, C12H38N4O12 overall at a distorted geometry.

HOMO level in eV: -9.43
Structure (SMILES): NC(N)=O.NC(N)=O.OCCO.OCCO.OCCO.OCCO.OCCO
Calculated total energy in Eh: -1601.8934
LUMO level in eV: 0.2
Energy above the lowest of the compared OMol25 structures with the same formula, charge and spin in kJ/mol: 71.6
Kohn-Sham gap in hartree: 0.354

```
66
Properties=species:S:1:pos:R:3:forces:R:3
N -4.235 -13.264 -15.141 -0.2423 0.2396 -0.9839
C -3.053 -13.537 -14.521 1.8688 -0.9840 0.6652
N -2.148 -14.359 -15.245 -2.1232 1.7434 0.4912
O -2.800 -13.141 -13.349 -0.3202 -0.7398 -2.1995
H -4.890 -12.597 -14.770 0.3860 0.0527 0.7022
H -4.280 -13.231 -16.153 0.3085 -0.4486 0.2065
H -1.329 -14.687 -14.782 0.4259 -0.1078 0.6060
H -2.318 -14.669 -16.196 -0.1616 0.2317 0.5582
N -9.076 -14.816 -10.750 -0.5031 -1.2682 0.3980
C -8.594 -15.552 -11.807 0.5085 0.8041 -1.0017
N -8.322 -14.702 -12.934 -0.3720 -0.6919 1.2837
O -8.422 -16.758 -11.802 -0.2339 0.6137 -0.2465
H -9.341 -15.265 -9.871 0.4328 0.0035 -0.8814
H -8.821 -13.861 -10.705 0.1273 0.9918 0.0738
H -8.407 -13.697 -12.821 0.0959 -0.4512 -0.0036
H -7.892 -15.052 -13.775 -0.0805 -0.2302 0.4177
O -0.548 -15.587 -13.072 -0.3531 -0.8239 0.2053
C 0.134 -15.187 -11.883 -1.3139 0.6023 0.3254
C -0.672 -15.556 -10.623 -0.6032 0.2185 -0.7825
O -0.641 -16.951 -10.418 0.5974 -0.6964 -0.0119
H -0.887 -16.477 -12.863 0.1106 0.3525 -0.4011
H 1.134 -15.579 -11.940 0.5021 -0.2265 0.5508
H 0.141 -14.095 -11.886 0.3877 -0.1677 -0.1269
H -1.763 -15.332 -10.794 1.0692 0.6434 0.1111
H -0.270 -14.998 -9.771 -0.1383 0.0020 -0.0374
H -1.103 -17.147 -9.601 -0.0706 -0.1034 0.0189
O -4.777 -7.085 -10.559 -0.2195 -0.2300 -0.1332
C -5.957 -7.631 -9.970 -0.4253 -0.6463 -0.8275
C -6.357 -9.080 -10.432 -0.7631 1.7004 0.6491
O -7.445 -9.043 -11.372 0.7212 -0.1065 -0.5470
H -4.862 -7.027 -11.527 -0.1100 -0.0948 0.6402
H -5.852 -7.622 -8.886 0.4898 0.0098 -0.0786
H -6.836 -6.993 -10.181 0.2505 -0.1622 0.0062
H -6.857 -9.525 -9.610 -0.2013 -0.4883 1.2193
H -5.526 -9.738 -10.648 0.4002 0.1547 -0.6977
H -7.277 -8.341 -12.012 -0.0492 -0.1980 -0.0907
O -1.116 -12.520 -10.809 0.4756 0.9955 -0.2559
C -0.579 -11.152 -11.017 1.2052 -2.9514 1.2581
C -1.449 -10.326 -11.784 -1.4502 1.9408 -1.7836
O -1.377 -10.499 -13.235 0.2398 0.6121 1.4261
H -1.413 -12.866 -11.666 0.1492 0.2958 0.0714
H -0.499 -10.721 -10.030 -0.0434 -0.0729 0.4694
H 0.431 -11.227 -11.421 0.0680 -0.0072 -0.2064
H -1.182 -9.279 -11.565 -0.1438 -0.2209 -0.3909
H -2.452 -10.493 -11.372 -0.1547 0.1593 -0.4396
H -1.920 -11.249 -13.453 -0.4106 -0.6763 -0.1119
O -7.647 -12.392 -11.008 -0.3218 1.4922 0.2614
C -6.352 -12.679 -10.471 0.0524 -0.1441 -1.0018
C -5.281 -12.451 -11.581 -0.6183 -0.2109 1.0066
O -4.007 -12.528 -10.972 -0.7374 -0.0006 0.4105
H -7.830 -11.438 -10.845 0.0868 -0.9122 -0.4375
H -6.164 -12.057 -9.601 0.3122 0.1042 0.0690
H -6.416 -13.712 -10.134 0.4069 -0.0856 -0.0891
H -5.421 -11.438 -11.973 -0.1592 -0.0522 -0.2195
H -5.387 -13.188 -12.405 -0.0560 0.3522 0.5386
H -3.463 -12.998 -11.586 0.7638 -0.3194 -0.6403
O -3.065 -11.248 -8.700 0.6290 -0.8331 0.2949
C -2.459 -11.763 -7.515 -0.9990 -0.2534 -0.0268
C -3.494 -12.247 -6.519 -0.4852 0.7712 1.2163
O -4.373 -13.248 -6.955 -0.1963 -0.0858 -0.5786
H -3.109 -11.987 -9.342 -0.2232 0.6165 0.1169
H -1.800 -12.627 -7.684 0.2418 0.3945 -0.4250
H -1.932 -10.951 -7.020 0.3809 0.0492 -0.0625
H -4.192 -11.465 -6.224 0.3280 0.5811 -0.1012
H -2.996 -12.561 -5.578 0.0508 0.1010 -0.3648
H -3.928 -14.064 -6.798 0.2104 -1.1379 -0.0813
```
Forces are in eV/Å.

ORCA calculation (ωB97M-V/def2-TZVPD) on one molecule with the formula C3H8N2O at a distorted geometry.

HOMO level in eV: -9.15
Structure (SMILES): NCCNC=O
Calculated total energy in Eh: -303.8396
LUMO level in eV: 0.9
Energy above the lowest of the compared OMol25 structures with the same formula, charge and spin in kJ/mol: 138.0
Kohn-Sham gap in hartree: 0.370

```
14
Properties=species:S:1:pos:R:3:forces:R:3
N -0.995 -0.494 2.609 0.6713 0.3036 -0.7602
C -0.462 -0.623 1.245 0.9752 -0.8758 2.2545
C -0.706 0.520 0.283 -1.0236 0.9528 0.3965
N 0.401 0.756 -0.620 -1.6549 -1.1188 -0.1460
C 0.598 -0.072 -1.688 0.8218 0.8593 0.1292
O 1.522 0.033 -2.463 -0.0887 -0.1807 -0.0646
H -1.728 -1.067 2.929 -0.8819 -0.4601 -0.0771
H -0.998 0.419 3.000 -0.0764 0.5476 0.2088
H -0.676 -1.653 0.978 -0.6033 0.0780 -0.8706
H 0.621 -0.723 1.426 0.0291 0.5283 -0.5984
H -1.690 0.552 -0.205 0.2870 -0.9098 -0.4759
H -0.894 1.437 0.862 0.7794 -0.1634 0.2499
H 1.022 1.475 -0.346 0.9200 0.4327 -0.3152
H -0.171 -0.852 -1.783 -0.1551 0.0063 0.0693
```
Forces are in eV/Å.

> The highest energy above the lowest of the compared OMol25 structures with the same formula, charge and spin belongs to which entry?

CH4NO2